No. 1
Computed, not measured: a structure of composition C28H25ClIrNP in a non-equilibrium geometry, with ωB97M-V with the def2-TZVPD basis set.

Structure (XYZ):
```
57
Properties=species:S:1:pos:R:3
C 1.001 -2.041 0.515
C 0.940 -1.421 -0.787
C -0.383 -1.669 -1.338
H 1.733 -0.890 -1.313
C -1.132 -2.379 -0.333
C -0.319 -2.508 0.845
H -0.645 -2.941 1.790
H 1.905 -2.144 1.127
H -0.681 -1.376 -2.336
H -2.147 -2.747 -0.409
Ir -0.520 -0.319 0.301
Cl -0.045 1.837 -0.392
C 0.077 2.648 -3.992
C -1.154 2.010 -4.340
C -0.843 0.771 -4.984
H -2.149 2.407 -4.165
C 0.581 0.649 -5.043
C 1.149 1.809 -4.431
H 2.209 2.027 -4.337
H 0.181 3.606 -3.495
H -1.561 0.059 -5.383
H 1.133 -0.170 -5.496
N -1.454 0.179 1.764
P -1.864 0.558 3.321
C -0.317 0.975 4.184
C -0.096 2.180 4.882
C 1.023 2.337 5.712
C 1.955 1.307 5.839
C 1.800 0.136 5.085
C 0.698 -0.009 4.230
C -3.125 1.835 3.457
C -4.344 1.603 4.126
C -5.226 2.656 4.391
C -4.914 3.953 3.958
C -3.758 4.181 3.184
C -2.898 3.114 2.896
C -2.519 -0.981 4.041
C -3.083 -1.975 3.208
C -3.549 -3.176 3.758
C -3.439 -3.397 5.145
C -2.908 -2.404 5.975
C -2.425 -1.212 5.423
H -0.806 2.997 4.792
H 1.184 3.276 6.242
H 2.836 1.433 6.471
H 2.558 -0.649 5.138
H 0.610 -0.905 3.606
H -4.622 0.593 4.412
H -6.183 2.461 4.886
H -5.606 4.778 4.157
H -3.568 5.186 2.779
H -2.066 3.266 2.204
H -3.143 -1.829 2.124
H -3.978 -3.951 3.119
H -3.747 -4.361 5.566
H -2.846 -2.569 7.053
H -1.963 -0.469 6.065
```

The calculation puts the total energy at -2042.4197 a.u. The spin multiplicity is 5. Its charge is -1. The value obtained for the HOMO-LUMO gap (alpha / beta) is 4.017 / 2.705 eV. The value obtained for the energy above the lowest of the compared OMol25 structures with the same formula, charge and spin is 0.00 kcal/mol.

---

No. 2
Computed, not measured: a structure of composition C29H26AuFIN3O11S2 in a non-equilibrium geometry, with ωB97M-V with the def2-TZVPD basis set.

Structure (XYZ):
```
74
Properties=species:S:1:pos:R:3
Au -2.366 2.394 -2.593
C -3.363 -0.163 4.777
C -2.869 1.215 4.343
N -2.366 1.225 2.978
C -3.257 1.464 1.973
C -2.924 1.606 0.663
C -4.124 1.787 -0.265
O -5.224 1.895 0.269
O -3.956 1.753 -1.534
C -1.541 1.535 0.279
O -1.053 1.814 -0.828
C -0.630 1.115 1.328
C 0.708 0.868 1.017
C 1.573 0.447 1.993
F 2.871 0.213 1.614
C 1.195 0.251 3.313
C -0.151 0.491 3.622
C -1.054 0.930 2.661
N 2.040 -0.154 4.388
C 3.289 -0.833 4.139
C 4.472 0.124 3.922
N 4.545 1.077 5.075
C 3.251 1.810 5.243
C 2.153 0.772 5.494
H -3.747 -0.119 5.796
H -2.562 -0.899 4.726
H -4.167 -0.490 4.120
H -2.086 1.576 5.011
H -3.695 1.925 4.385
H -4.297 1.560 2.252
H 1.037 0.990 -0.005
H -0.468 0.281 4.633
H 3.193 -1.478 3.270
H 3.507 -1.466 5.009
H 4.328 0.699 3.012
H 5.408 -0.428 3.847
H 5.318 1.729 4.942
H 4.720 0.538 5.927
H 3.036 2.350 4.320
H 3.341 2.518 6.066
H 1.207 1.287 5.637
H 2.383 0.212 6.409
O -0.308 -1.670 -0.911
S -0.179 -1.700 -2.330
O -0.619 -2.891 -2.988
O -0.926 -0.426 -2.959
C 1.441 -1.311 -2.875
C 2.590 -1.470 -2.124
C 3.805 -1.105 -2.674
C 3.846 -0.589 -3.966
C 2.696 -0.424 -4.714
C 1.473 -0.778 -4.159
S -0.251 2.234 -4.564
O 0.259 2.519 -5.865
O 0.720 1.894 -3.565
O -1.231 3.243 -4.101
H 2.502 -1.876 -1.125
H 4.718 -1.224 -2.107
H 4.797 -0.289 -4.387
H 2.705 0.011 -5.703
I -5.141 -4.903 -5.857
C -3.778 -3.343 -5.489
C -2.506 -3.420 -6.027
C -1.590 -2.422 -5.734
C -1.952 -1.363 -4.916
C -3.245 -1.276 -4.421
C -4.168 -2.268 -4.709
C -0.921 -0.372 -4.394
O 0.354 -0.706 -4.932
O -1.290 0.906 -4.791
H -2.207 -4.257 -6.641
H -0.583 -2.487 -6.117
H -3.520 -0.447 -3.779
H -5.170 -2.210 -4.307
```

The calculation puts the total energy at -3442.1537 a.u. The value obtained for the HOMO-LUMO gap is 4.490 eV. The value obtained for the energy above the lowest of the compared OMol25 structures with the same formula, charge and spin is 52.16 kcal/mol.

---

No. 3
Computed, not measured: a cluster of 6 separate species, C59H59F46N3O10 in total in a non-equilibrium geometry, with ωB97M-V with the def2-TZVPD basis set.

Structure (XYZ):
```
177
Properties=species:S:1:pos:R:3
C -1.826 -3.238 10.973
O -0.574 -2.790 11.573
C 0.278 -2.274 10.518
C 0.603 -0.706 10.684
C 1.617 -0.122 9.577
C 1.184 -0.442 8.058
C -0.295 0.171 7.810
C -1.229 -0.985 7.154
C -0.968 -0.893 5.538
C -2.138 0.012 4.869
C -3.246 -0.976 4.243
C -3.423 -0.806 2.625
C -2.042 -1.138 1.874
C -1.571 -2.629 1.704
C -2.483 -3.857 2.233
O -2.225 -4.266 3.407
C -3.668 -4.516 1.328
F -4.626 -5.223 2.118
F -4.389 -3.375 0.800
C -3.151 -5.326 0.046
F -4.300 -5.457 -0.824
F -2.226 -4.525 -0.712
C -2.634 -6.824 0.319
F -1.455 -7.053 -0.478
F -3.618 -7.733 -0.190
C -2.232 -7.167 1.831
O -1.155 -6.903 2.392
O -3.225 -7.884 2.601
C -0.178 -2.868 1.001
C 0.483 -4.337 0.791
C 0.649 -1.679 0.467
C 0.168 -0.171 0.594
N 1.027 0.826 0.009
C 0.422 2.103 0.200
C -0.910 2.409 0.950
C -1.379 3.949 1.075
C -0.683 4.745 2.291
C 0.687 4.104 2.818
O 0.610 3.102 3.597
N 1.946 4.742 2.401
C 2.884 3.801 1.761
C 3.438 4.075 0.308
C 4.427 3.088 -0.415
C 4.963 1.790 0.283
C 4.426 1.528 1.741
C 3.422 2.495 2.445
N -1.724 1.389 1.518
C -1.178 0.073 1.317
H -1.666 -4.118 10.244
H -2.506 -3.584 11.833
H -2.317 -2.394 10.373
H -0.286 -2.418 9.518
H 1.253 -2.887 10.408
H -0.398 -0.152 10.688
H 1.091 -0.552 11.712
H 1.635 1.032 9.688
H 2.663 -0.554 9.747
H 1.184 -1.574 7.814
H 1.892 0.057 7.292
H -0.754 0.670 8.730
H -0.198 0.987 6.993
H -2.331 -0.839 7.421
H -0.892 -2.047 7.471
H -0.981 -1.988 5.161
H 0.041 -0.387 5.352
H -1.753 0.799 4.137
H -2.646 0.557 5.759
H -3.055 -2.087 4.484
H -4.269 -0.722 4.728
H -3.786 0.267 2.471
H -4.286 -1.498 2.340
H -3.293 -8.808 2.234
H 1.016 -4.343 -0.223
H 1.263 -4.554 1.613
H -0.303 -5.163 0.770
H 1.656 -1.886 -0.060
H 0.983 3.008 -0.250
H -2.523 3.939 1.129
H -1.118 4.533 0.108
H -1.420 4.844 3.160
H -0.466 5.825 1.923
H 1.677 5.503 1.760
H 3.118 4.987 -0.320
H 4.799 3.277 -1.485
H 5.704 1.097 -0.233
H 4.842 0.578 2.246
H 3.070 2.221 3.502
C -5.987 -7.098 5.993
C -6.348 -5.737 5.362
C -5.196 -4.742 5.228
F -4.671 -4.400 6.421
F -5.631 -3.588 4.659
F -7.386 -5.195 6.046
F -6.822 -5.995 4.106
O -6.287 -7.263 7.385
C -5.321 -6.808 8.311
C -5.847 -5.676 9.201
F -6.218 -4.602 8.471
F -4.887 -5.252 10.059
F -4.188 -6.480 7.662
F -5.012 -7.878 9.081
H -6.622 -7.837 5.497
H -4.966 -7.409 5.757
H -4.398 -5.143 4.597
H -6.712 -6.006 9.781
C 8.285 6.154 -4.672
C 7.770 7.019 -5.841
C 6.719 8.067 -5.476
F 5.594 7.514 -4.979
F 6.347 8.766 -6.578
F 7.326 6.207 -6.830
F 8.851 7.678 -6.354
O 7.699 4.855 -4.527
C 6.494 4.770 -3.795
C 5.320 4.275 -4.646
F 5.080 5.100 -5.689
F 4.178 4.230 -3.913
F 6.246 5.950 -3.194
F 6.729 3.887 -2.795
H 9.336 5.948 -4.890
H 8.303 6.701 -3.725
H 7.109 8.782 -4.746
H 5.518 3.277 -5.043
C 2.085 9.195 -7.868
C 0.672 8.600 -8.039
C -0.441 9.305 -7.263
F -0.248 9.261 -5.931
F -1.633 8.699 -7.495
F 0.710 7.277 -7.747
F 0.365 8.680 -9.369
O 2.950 8.542 -6.932
C 2.845 8.929 -5.577
C 2.393 7.780 -4.668
F 1.179 7.309 -5.030
F 2.282 8.197 -3.382
F 2.058 10.019 -5.477
F 4.083 9.330 -5.209
H 2.588 9.059 -8.829
H 2.066 10.278 -7.718
H -0.534 10.351 -7.569
H 3.102 6.950 -4.706
C 0.207 -9.780 -1.697
C 1.465 -9.826 -2.588
C 1.904 -11.216 -3.048
F 2.228 -12.021 -2.018
F 3.013 -11.127 -3.825
F 2.476 -9.179 -1.959
F 1.188 -9.088 -3.704
O 0.426 -9.679 -0.284
C 0.638 -10.883 0.425
C 2.027 -10.948 1.071
F 3.008 -10.866 0.146
F 2.201 -12.124 1.721
F 0.383 -11.934 -0.378
F -0.310 -10.915 1.393
H -0.311 -8.851 -1.951
H -0.509 -10.569 -1.944
H 1.122 -11.702 -3.639
H 2.165 -10.132 1.784
C -1.195 6.260 -11.367
C -2.723 6.369 -11.187
C -3.481 5.043 -11.123
F -3.356 4.322 -12.255
F -4.810 5.266 -10.959
F -3.227 7.172 -12.156
F -2.938 7.026 -10.008
O -0.694 6.434 -12.699
C -0.671 5.294 -13.534
C -1.575 5.447 -14.763
F -2.864 5.642 -14.409
F -1.545 4.327 -15.526
F -0.954 4.194 -12.809
F 0.613 5.153 -13.936
H -0.765 7.098 -10.812
H -0.780 5.370 -10.887
H -3.140 4.433 -10.281
H -1.260 6.295 -15.375
```

As for the SMILES: COCCCCCCCCCCc1c(C(=O)C(F)(F)C(F)(F)C(F)(F)C(=O)O)c(C)cc2ncc(CCC(=O)Nc3ccccc3)nc12.FC(F)C(F)(F)COC(F)(F)C(F)F.FC(F)C(F)(F)COC(F)(F)C(F)F.FC(F)C(F)(F)COC(F)(F)C(F)F.FC(F)C(F)(F)COC(F)(F)C(F)F.FC(F)C(F)(F)COC(F)(F)C(F)F. The calculation puts the total energy at -7793.5548 a.u. The value obtained for the HOMO-LUMO gap is 7.348 eV.